Record 1
Entry from OMol25: a single C5H6O2 molecule (the ωB97M-V functional and the def2-TZVPD basis).

Summary:
Molecular weight (g/mol): 98.1
Energy above the lowest of the compared OMol25 structures with the same formula, charge and spin (eV): 2.552
HOMO energy (eV): -9.921
SMILES: O=CCC#CCO
E_LUMO (eV): 0.8

CARTESIAN COORDINATES (ANGSTROEM)
O1 -0.5783 2.1613 -2.2459
O2 -1.3378 -2.1704 0.2952
C1 -0.5164 -1.7765 1.3782
C2 1.0721 1.2730 -0.7273
C3 0.7511 0.2465 0.2606
C4 -0.2342 1.9659 -1.1093
C5 0.2561 -0.5993 0.9632
H1 -0.8030 -2.0609 -0.5021
H2 1.4951 0.8227 -1.6321
H3 0.1607 -2.5841 1.6898
H4 -0.8689 2.2552 -0.2471
H5 -1.1795 -1.5482 2.2178
H6 1.7830 2.0148 -0.3410

Atomic partial charges in e from the Mulliken method, atoms 1 to 8: -0.45 -0.50 -0.44 -0.38 -0.13 0.01 0.16 0.31

***

Record 2
Entry from OMol25: a single C5H6O2 molecule (the ωB97M-V functional and the def2-TZVPD basis).

Summary:
Molecular weight (g/mol): 98.1
Energy above the lowest of the compared OMol25 structures with the same formula, charge and spin (eV): 1.943
HOMO energy (eV): -9.980
SMILES: O=CC1(C=O)CC1
E_LUMO (eV): 0.6

CARTESIAN COORDINATES (ANGSTROEM)
O1 -0.5656 0.7369 2.3123
O2 -0.8816 -1.7941 -1.6179
C1 -1.0552 -0.7560 -1.0250
C2 0.8793 0.7764 -0.1692
C3 -0.9368 0.4746 1.1941
C4 1.2387 -0.6423 0.0765
C5 -0.2132 -0.2790 0.1276
H1 0.8383 1.2378 -1.1447
H2 1.0919 1.4419 0.6630
H3 -1.8746 -0.0727 -1.3241
H4 -1.8286 0.9691 0.7464
H5 1.5235 -1.1937 -0.8152
H6 1.7838 -0.8989 0.9763

Atomic partial charges in e from the Mulliken method, atoms 1 to 8: -0.50 -0.44 -0.19 -0.69 -0.08 -0.54 0.89 0.27

***

Record 3
Entry from OMol25: a molecular structure, C5H6O2 at a distorted geometry (the ωB97M-V functional and the def2-TZVPD basis).

Summary:
Molecular weight (g/mol): 98.1
Energy above the lowest of the compared OMol25 structures with the same formula, charge and spin (eV): 4.057
HOMO energy (eV): -9.104
E_LUMO (eV): 0.9

CARTESIAN COORDINATES (ANGSTROEM)
O1 2.1872 0.7255 -0.4860
O2 0.6699 -0.9172 -0.5949
C1 -0.6633 1.0384 -0.1464
C2 -1.0850 -1.1413 1.0195
C3 -0.8838 2.1609 -0.5194
C4 1.8180 -0.3621 -0.9085
C5 -0.0294 -0.1226 0.4224
H1 1.0603 0.6920 0.5333
H2 -1.1742 3.0828 -0.9525
H3 -1.6940 -1.6018 0.2097
H4 -0.6460 -1.9762 1.5746
H5 2.4328 -0.9708 -1.5665
H6 -1.8120 -0.6466 1.6726

Atomic partial charges in e from the Mulliken method, atoms 1 to 8: -0.49 -0.28 -0.84 -1.27 0.09 0.18 0.31 0.45

***

Record 4
Entry from OMol25: a single C5H6O2 molecule at a distorted geometry (the ωB97M-V functional and the def2-TZVPD basis).

Summary:
Molecular weight (g/mol): 98.1
Energy above the lowest of the compared OMol25 structures with the same formula, charge and spin (eV): 4.228
HOMO energy (eV): -9.278
SMILES: C=C[C@@]12OC[C@@H]1O2
E_LUMO (eV): 1.0

CARTESIAN COORDINATES (ANGSTROEM)
O1 -1.3073 1.1531 0.4332
O2 -0.8568 -0.8753 1.4410
C1 1.1849 0.5349 0.9167
C2 -1.0369 -0.9111 0.0192
C3 -0.2631 0.2350 0.8068
C4 2.0066 0.1659 -0.0572
C5 -1.9488 0.2495 -0.3824
H1 -1.5599 0.3742 -1.4809
H2 3.1407 0.2422 0.1729
H3 1.4742 0.8391 1.9226
H4 1.6888 -0.1141 -1.0976
H5 -0.6395 -1.6899 -0.4579
H6 -2.9912 0.1740 -0.1833

Atomic partial charges in e from the Mulliken method, atoms 1 to 8: -0.43 -0.44 -0.47 -0.52 0.86 -0.60 -0.27 0.20

***

Record 5
Entry from OMol25: a single C5H6O2 molecule (the ωB97M-V functional and the def2-TZVPD basis).

Summary:
Molecular weight (g/mol): 98.1
Energy above the lowest of the compared OMol25 structures with the same formula, charge and spin (eV): 2.446
HOMO energy (eV): -10.125
SMILES: C#C[C@H](C=O)CO
E_LUMO (eV): 0.6

CARTESIAN COORDINATES (ANGSTROEM)
O1 -2.2987 -0.3924 -0.0945
O2 -0.9671 2.0396 0.5109
C1 0.0556 1.4242 0.3107
C2 2.5891 -0.7705 -0.5127
C3 1.4266 -0.4746 -0.4038
C4 -1.0304 -0.8119 0.3335
C5 0.0622 0.0511 -0.3507
H1 -0.9264 -0.7423 1.4276
H2 1.0354 1.8213 0.6385
H3 -0.9176 -1.8611 0.0507
H4 -2.3555 0.5557 0.1065
H5 -0.2932 0.1841 -1.3818
H6 3.6200 -1.0230 -0.6349

Atomic partial charges in e from the Mulliken method, atoms 1 to 8: -0.54 -0.50 -0.01 0.24 -1.11 -0.65 0.47 0.30

***

Record 6
Entry from OMol25: a single C5H6O2 molecule at a distorted geometry (the ωB97M-V functional and the def2-TZVPD basis).

Summary:
Molecular weight (g/mol): 98.1
Energy above the lowest of the compared OMol25 structures with the same formula, charge and spin (eV): 2.511
HOMO energy (eV): -9.413
SMILES: C=C1COCC1=O
E_LUMO (eV): 0.1

CARTESIAN COORDINATES (ANGSTROEM)
O1 -1.6384 0.5361 -0.0955
O2 0.7877 -0.9035 2.0190
C1 -1.1233 0.4047 1.2225
C2 -0.7196 -0.0681 -0.9731
C3 0.2079 -0.3669 1.1100
C4 1.7639 0.0081 -0.9579
C5 0.6046 -0.1403 -0.3243
H1 -0.8911 0.2845 -1.9940
H2 -0.6511 -1.2096 -0.9714
H3 1.7641 0.6888 -1.8036
H4 -1.8556 -0.0993 1.8586
H5 2.6714 -0.5352 -0.7399
H6 -0.9205 1.4007 1.6496

Atomic partial charges in e from the Mulliken method, atoms 1 to 8: -0.38 -0.54 -0.31 -0.46 0.35 -0.74 0.35 0.45

***

Record 7
Entry from OMol25: 2 unconnected molecules or ions with the total composition C5H6O2 (the ωB97M-V functional and the def2-TZVPD basis).

Summary:
Molecular weight (g/mol): 98.1
Energy above the lowest of the compared OMol25 structures with the same formula, charge and spin (eV): 3.219
HOMO energy (eV): -10.120
SMILES: C#CCC=O.C=O
E_LUMO (eV): 0.5

CARTESIAN COORDINATES (ANGSTROEM)
O1 0.8565 2.1693 -0.0929
O2 -0.7094 -0.9874 -2.9513
C1 -0.4833 -0.0551 -2.2217
C2 -0.1662 0.5521 1.3373
C3 -0.1803 -2.0992 1.0314
C4 0.9798 1.1639 0.5619
C5 -0.1953 -0.9065 1.1968
H1 -1.0907 1.0105 0.9743
H2 -0.1915 -3.1635 0.9319
H3 1.9489 0.6380 0.6792
H4 0.5402 0.2026 -1.8899
H5 -0.0243 0.8274 2.3879
H6 -1.2867 0.6084 -1.8390

Atomic partial charges in e from the Mulliken method, atoms 1 to 8: -0.46 -0.42 0.00 -0.46 0.12 -0.10 -0.46 0.27

***

Record 8
Entry from OMol25: 2 unconnected molecules or ions with the total composition C5H6O2S at a distorted geometry (the ωB97M-V functional and the def2-TZVPD basis).

Summary:
Molecular weight (g/mol): 130.2
Energy above the lowest of the compared OMol25 structures with the same formula, charge and spin (eV): 7.053
HOMO energy (eV): -8.867
E_LUMO (eV): -0.8

CARTESIAN COORDINATES (ANGSTROEM)
S1 -1.7496 -1.2322 0.0223
O1 2.2431 -0.7997 -0.6039
O2 1.4848 0.9660 1.0833
C1 0.4864 0.5791 0.2517
C2 0.8399 -0.4408 -0.6712
C3 -1.2147 2.4098 -0.5805
C4 -0.4967 1.5301 -0.2118
C5 -0.0605 -0.8340 0.5658
H1 -2.0598 3.1258 -0.6682
H2 -2.4871 -0.7658 1.2895
H3 2.2986 -1.8817 -1.5190
H4 0.3648 -1.3493 1.3289
H5 2.1969 0.1186 1.0905
H6 0.5300 -0.3284 -1.8380

Atomic partial charges in e from the Mulliken method, atoms 1 to 8: -0.27 -0.68 -0.61 0.81 -0.05 0.23 -1.07 -0.46

***

Record 9
Entry from OMol25: a single C5H6O2S molecule at a distorted geometry (the ωB97M-V functional and the def2-TZVPD basis).

Summary:
Molecular weight (g/mol): 130.2
Energy above the lowest of the compared OMol25 structures with the same formula, charge and spin (eV): 3.827
HOMO energy (eV): -8.259
SMILES: C1OC2=C(COC2)S1
E_LUMO (eV): 0.7

CARTESIAN COORDINATES (ANGSTROEM)
S1 -1.6010 -1.0429 0.0422
O1 2.3061 -0.1146 0.1505
O2 -0.7214 1.5424 -0.2554
C1 -1.9297 0.8840 0.2273
C2 1.6814 1.0814 0.2079
C3 1.4732 -1.2700 0.0021
C4 0.3705 0.6212 -0.3481
C5 0.1599 -0.6557 -0.2404
H1 1.5707 1.7515 1.1729
H2 -2.7541 1.0569 -0.5338
H3 -2.2297 1.0276 1.2224
H4 1.4745 -2.0092 0.7796
H5 1.9757 -1.9493 -0.8481
H6 2.3690 1.4206 -0.7225

Atomic partial charges in e from the Mulliken method, atoms 1 to 8: -0.18 -0.36 -0.40 -0.34 -0.13 -0.31 -0.03 0.25

***

Record 10
Entry from OMol25: a single C5H6O2S molecule at a distorted geometry (the ωB97M-V functional and the def2-TZVPD basis).

Summary:
Molecular weight (g/mol): 130.2
Energy above the lowest of the compared OMol25 structures with the same formula, charge and spin (eV): 5.379
HOMO energy (eV): -8.761
SMILES: O=C1CS[C@@H]2[C@@H](O)[C@@H]12
E_LUMO (eV): 0.5

CARTESIAN COORDINATES (ANGSTROEM)
S1 -0.1697 1.9285 0.3935
O1 0.1896 -0.7573 -2.3459
O2 -1.1642 -1.9533 1.7222
C1 -0.5090 0.1848 0.5686
C2 0.4987 -0.1183 -1.3469
C3 0.2447 1.5060 -1.2047
C4 0.8740 -0.5466 0.0497
C5 -0.1693 -0.9631 1.3348
H1 -0.6139 2.0972 -1.6972
H2 1.4533 0.1012 0.5758
H3 0.4799 -0.6268 2.1733
H4 -1.3719 0.0381 -0.1882
H5 1.1077 2.0721 -1.7507
H6 -0.8498 -2.9627 1.7156

Atomic partial charges in e from the Mulliken method, atoms 1 to 8: -0.16 -0.55 -0.53 -0.14 0.38 -0.42 -0.54 0.09

***

Number 1: frontier orbital gap 10.682 eV. Number 2: frontier orbital gap 10.562 eV. Number 3: frontier orbital gap 10.042 eV. Number 4: frontier orbital gap 10.231 eV. Number 5: frontier orbital gap 10.684 eV. Number 6: frontier orbital gap 9.508 eV. Number 7: frontier orbital gap 10.623 eV. Number 8: frontier orbital gap 8.087 eV. Number 9: frontier orbital gap 8.976 eV. Number 10: frontier orbital gap 9.275 eV.